(1)
{
  "formula": "C5H9NO",
  "method": "ωB97M-V/def2-TZVPD",
  "largest_force_ha_per_bohr": 0.025,
  "lumo_energy_ev": -0.5976,
  "total_charge": 0,
  "e_above_lowest_ev": 5.489,
  "homo_ev": -9.21,
  "orbital_gap_ev": 8.6,
  "species": ["C", "O", "C", "C", "C", "C", "N", "H", "H", "H", "H", "H", "H", "H", "H", "H"],
  "xyz": [[1.95345, 1.10121, 0.18636], [0.63200, 0.19504, -0.95286], [-0.22646, -0.56910, -0.50088], [-1.50101, -0.71952, -1.26153], [-0.12320, -1.20476, 0.84835], [-0.16408, 1.93449, 0.70776], [-1.31726, 1.89462, 0.91420], [2.06614, 2.06125, -0.29486], [1.94167, 1.12718, 1.26570], [2.56869, 0.30896, -0.23117], [-1.95574, -1.70704, -1.14982], [-1.36377, -0.45583, -2.31172], [-2.15614, 0.03645, -0.79520], [-0.66954, -0.53665, 1.52833], [0.91344, -1.27733, 1.18505], [-0.59818, -2.18897, 0.86229]],
  "forces_ev_per_a": [[0.353, -0.180, -0.126], [-0.093, -0.142, 0.202], [-0.014, 0.163, 0.036], [0.054, -0.036, -0.054], [0.066, -0.002, -0.029], [-1.265, 0.088, 0.257], [1.113, 0.028, -0.194], [-0.101, -0.145, 0.077], [-0.116, 0.002, -0.155], [-0.111, 0.096, 0.042], [0.093, 0.160, 0.008], [-0.023, -0.030, 0.162], [0.077, -0.108, -0.048], [0.059, -0.087, -0.081], [-0.156, 0.037, -0.060], [0.063, 0.155, -0.036]]
}

***

(2)
{
  "formula": "C5H9NO",
  "method": "ωB97M-V/def2-TZVPD",
  "largest_force_ha_per_bohr": 0.009,
  "lumo_energy_ev": 0.8471,
  "total_charge": 0,
  "smiles": "CC1(C)CNC1=O",
  "e_above_lowest_ev": 0.787,
  "homo_ev": -9.60,
  "orbital_gap_ev": 10.5,
  "species": ["C", "C", "C", "C", "N", "C", "O", "H", "H", "H", "H", "H", "H", "H", "H", "H"],
  "xyz": [[-0.99765, 1.15711, 0.72304], [-0.08230, 0.06960, 0.16051], [0.78078, -0.53299, 1.26688], [-0.55972, -1.01590, -0.88011], [0.39939, -0.43279, -1.81521], [0.80125, 0.58009, -0.99225], [1.56076, 1.50832, -1.12696], [-0.36077, 1.89679, 1.22635], [-1.70220, 0.77606, 1.47089], [-1.55683, 1.69737, -0.04775], [0.16907, -1.05509, 2.01145], [1.34020, 0.25878, 1.77627], [1.50666, -1.24101, 0.85272], [-0.31230, -2.04286, -0.58009], [-1.58865, -1.00499, -1.25918], [0.60231, -0.61850, -2.78657]],
  "forces_ev_per_a": [[-0.055, -0.023, -0.049], [0.034, 0.045, 0.126], [0.078, -0.043, 0.042], [-0.139, -0.104, 0.117], [0.152, 0.137, -0.187], [0.237, 0.233, -0.040], [-0.234, -0.322, -0.022], [-0.121, -0.150, -0.133], [0.100, -0.069, -0.171], [0.041, -0.209, 0.021], [0.048, 0.076, -0.119], [-0.086, -0.109, -0.073], [-0.100, 0.051, 0.077], [-0.029, 0.203, -0.031], [0.090, 0.285, 0.320], [-0.016, -0.001, 0.123]]
}

***

(3)
{
  "formula": "C37H41EuF3N5O3S",
  "method": "ωB97M-V/def2-TZVPD",
  "largest_force_ha_per_bohr": 0.055,
  "lumo_energy_ev": [3.6341, 3.6330],
  "total_charge": -2,
  "s_squared": 12.03,
  "spin_multiplicity": 7,
  "e_above_lowest_ev": 1.141,
  "homo_ev": [1.61, -1.30],
  "orbital_gap_ev": [2.0, 4.9],
  "species": ["Eu", "N", "C", "C", "O", "N", "C", "C", "O", "O", "H", "H", "H", "H", "H", "H", "S", "C", "C", "C", "C", "C", "C", "N", "C", "C", "C", "C", "C", "C", "C", "H", "H", "H", "H", "H", "H", "H", "H", "F", "C", "F", "F", "C", "C", "C", "N", "C", "C", "H", "H", "H", "H", "C", "C", "C", "C", "C", "H", "H", "H", "H", "H", "H", "H", "H", "H", "H", "C", "N", "C", "C", "C", "C", "C", "C", "C", "C", "H", "H", "H", "H", "H", "H", "H", "H", "H", "H", "H", "H", "H"],
  "xyz": [[-0.00050, -0.67139, -0.18428], [-1.58287, 1.61409, 0.09285], [-2.76169, 1.60842, -0.81721], [-2.48349, 0.56263, -1.98947], [-3.46651, -0.01773, -2.53779], [-1.20379, 0.30847, -2.25836], [-0.90053, -0.44492, -3.44089], [-0.42803, -1.88917, -3.23120], [-0.20372, -2.63175, -4.20384], [-0.28731, -2.18602, -1.96122], [-1.84103, 1.99619, 0.98955], [-0.83141, 2.28121, -0.30363], [-2.99036, 2.56858, -1.27289], [-3.66691, 1.28046, -0.25468], [-0.04295, -0.03726, -3.94228], [-1.71605, -0.34313, -4.17812], [5.02620, -2.47447, -0.40116], [4.06188, -3.92484, 0.10899], [4.50266, -5.14061, 0.76630], [3.54020, -5.95416, 1.31644], [2.16723, -5.63943, 1.27721], [1.72086, -4.52678, 0.60367], [2.68533, -3.60297, 0.11775], [2.38092, -2.29136, -0.16451], [3.46265, -1.65936, -0.66158], [3.28698, -0.39876, -1.42534], [4.39387, 0.16125, -2.12373], [4.14538, 1.17884, -3.01071], [2.88864, 1.86472, -3.01752], [1.90537, 1.38626, -2.16529], [2.04492, 0.26429, -1.35673], [5.59996, -5.37679, 0.88717], [3.90408, -6.77070, 1.92164], [1.46180, -6.28216, 1.81316], [0.68312, -4.16063, 0.71727], [5.33516, -0.39347, -2.14176], [4.96287, 1.45511, -3.69551], [2.59240, 2.73071, -3.67719], [0.91592, 1.77297, -2.29577], [-0.41620, 9.40871, -0.03017], [0.01479, 8.41008, 0.77075], [-0.60322, 8.54040, 1.94014], [1.37588, 8.73905, 1.01154], [-0.08812, 7.07197, 0.12352], [-0.96355, 6.71875, -0.90827], [-0.86076, 5.49075, -1.54759], [-0.03061, 4.54604, -1.10365], [0.77798, 4.87315, -0.04888], [0.76456, 6.08493, 0.61397], [-1.74299, 7.41583, -1.25170], [-1.42221, 5.23463, -2.48648], [1.46211, 4.18736, 0.32946], [1.36058, 6.31280, 1.47568], [1.86551, -0.07951, 3.81866], [1.74781, 1.20962, 2.92584], [0.84572, 2.27169, 3.48390], [3.20528, 1.55498, 2.44224], [1.05455, 0.79888, 1.64968], [2.32200, 0.05813, 4.83899], [2.44621, -0.74320, 3.18261], [0.90398, -0.49868, 4.05996], [1.10638, 2.62536, 4.51247], [-0.19258, 1.95545, 3.41473], [0.99564, 3.06398, 2.70934], [3.56026, 2.51001, 2.87492], [3.31112, 1.67721, 1.38075], [3.90446, 0.75396, 2.70140], [1.24022, 1.59032, 0.87863], [-5.05430, -2.80258, -1.05912], [-3.61623, -2.99624, -1.57740], [-3.56546, -3.59788, -3.00844], [-2.70904, -3.66964, -0.57661], [-2.61468, -3.04350, 0.76873], [-3.50783, -3.46245, 1.71805], [-3.56238, -2.85948, 2.96291], [-2.54149, -2.00768, 3.41830], [-1.60797, -1.60364, 2.45559], [-1.66492, -2.10765, 1.17224], [-5.67817, -2.35804, -1.87073], [-4.90548, -2.06895, -0.29019], [-5.41075, -3.80906, -0.75975], [-3.29784, -1.98882, -1.73186], [-4.15774, -4.54068, -2.97730], [-2.49267, -3.80090, -3.19914], [-3.96004, -2.91104, -3.77681], [-1.71269, -3.76560, -1.05279], [-3.12832, -4.70406, -0.49935], [-4.28099, -4.22468, 1.48562], [-4.39460, -3.16580, 3.58626], [-2.49605, -1.64337, 4.45349], [-0.84650, -0.86733, 2.69650]],
  "forces_ev_per_a": [[1.611, 0.638, -0.433], [0.909, 1.334, -1.476], [0.513, -1.681, -0.324], [0.834, -0.707, 0.282], [-0.593, 0.164, 0.264], [-0.754, 1.056, 1.323], [-0.582, -0.195, -0.781], [-0.232, -0.628, 0.954], [-0.437, 0.613, 0.999], [-0.451, -0.289, -1.506], [0.089, -0.022, 0.289], [-1.461, -1.443, 0.735], [0.025, 0.278, -0.084], [0.671, 0.096, -0.392], [0.681, 0.700, -0.105], [0.124, -0.573, 0.197], [-1.157, -1.126, 0.127], [1.250, -1.527, 1.048], [0.589, 2.352, -1.451], [-0.108, -0.468, 0.661], [0.094, -0.399, -0.217], [-0.143, 0.597, 0.813], [-0.381, 1.617, 0.277], [-0.249, -1.457, -0.055], [-0.512, 2.284, -1.080], [1.478, -0.994, 1.764], [-0.838, -1.016, -0.285], [-0.058, 1.666, -0.551], [0.835, 0.212, -0.712], [0.145, -0.629, -0.192], [-0.669, -0.512, -0.192], [-1.343, 0.330, -0.210], [-0.201, -0.384, 0.021], [0.176, 0.155, -0.231], [0.579, -0.380, -0.331], [-0.071, 0.282, -0.060], [-0.420, 0.183, 0.263], [0.859, -1.020, 0.450], [-0.578, 0.679, 0.225], [-0.235, -0.264, 0.158], [1.623, 1.416, -0.515], [-0.116, -0.183, 0.144], [-1.796, -0.653, -0.149], [-0.199, -1.237, 0.064], [-0.522, 1.540, -0.299], [0.220, -0.796, -0.011], [1.168, 0.647, 0.843], [-1.698, 0.570, -0.852], [-0.774, 0.639, -0.894], [0.629, -0.140, 0.087], [0.311, 0.350, 1.235], [0.856, -1.784, 0.131], [0.508, -0.253, 0.084], [0.390, 1.171, 0.423], [0.600, -2.420, -0.938], [1.097, 1.573, -0.097], [-0.013, 0.944, 1.461], [-0.702, -0.696, -0.779], [0.180, 0.174, -0.948], [-0.070, -0.517, 0.448], [-0.610, -0.284, -0.339], [-0.184, -0.039, -0.585], [-0.039, -0.113, 0.233], [-0.481, 0.174, 0.971], [0.104, -0.287, 0.177], [-0.400, -0.037, -0.648], [-0.073, 0.192, 0.184], [-0.104, 0.033, 0.362], [1.137, -0.564, -1.524], [-0.820, 2.103, -1.641], [0.397, -0.545, 1.304], [0.657, -1.627, -1.013], [0.070, 0.225, 0.932], [-1.761, -0.302, 0.314], [0.274, -0.488, 1.058], [-0.456, 0.125, -0.605], [-0.782, -0.468, 1.012], [1.129, 0.489, -2.351], [0.626, -0.451, 0.551], [-0.537, -0.058, 0.759], [0.032, 0.853, 0.125], [0.003, -0.833, 0.106], [0.469, 0.601, -0.079], [-0.610, 0.106, -0.081], [0.147, -0.050, 0.778], [-0.504, 0.398, 0.095], [0.212, 0.641, 0.054], [0.370, 0.427, 0.111], [0.176, 0.042, 0.405], [-0.225, -0.100, -0.432], [0.101, -0.035, 0.148]]
}

***

(4)
{
  "formula": "H12O5S2",
  "method": "ωB97M-V/def2-TZVPD",
  "largest_force_ha_per_bohr": 0.027,
  "lumo_energy_ev": -0.2105,
  "total_charge": 0,
  "smiles": "SS.O.O.O.O.O",
  "e_above_lowest_ev": 1.612,
  "homo_ev": -8.91,
  "orbital_gap_ev": 8.7,
  "species": ["S", "S", "H", "H", "H", "H", "O", "H", "H", "O", "H", "H", "O", "H", "H", "O", "H", "H", "O"],
  "xyz": [[-3.89042, 0.49101, 0.54258], [-4.51212, 2.49172, 0.94678], [-4.07866, 0.26705, -0.76542], [-4.07583, 2.56766, 2.19642], [0.39282, -2.44391, -3.16520], [-0.96282, -1.96633, -3.35339], [-0.25623, -2.37524, -3.87291], [3.11193, 0.44429, 2.06068], [2.54636, 1.81101, 1.97004], [2.53905, 0.96245, 1.51580], [-1.64684, 1.31624, -3.00618], [-2.37017, 1.08935, -1.66168], [-2.48499, 1.09225, -2.60212], [-0.34735, -3.39079, 1.21818], [-0.75872, -2.84281, -0.16416], [-0.03082, -3.19987, 0.34283], [5.85401, 1.52454, 1.94054], [5.62370, 1.25580, 3.35832], [5.34709, 0.90558, 2.49890]],
  "forces_ev_per_a": [[0.369, -0.321, 1.106], [-0.434, -0.088, -1.316], [-0.401, 0.849, -0.132], [0.382, -0.480, 0.294], [0.556, -0.289, -0.244], [-0.327, 0.021, -0.568], [-0.234, 0.305, 0.823], [0.782, -0.645, 0.363], [-0.077, 0.056, -0.160], [-0.742, 0.638, -0.318], [0.232, 0.076, 0.089], [0.427, 0.163, 0.798], [-0.546, -0.239, -0.837], [-0.365, -0.023, 0.444], [-0.299, 0.044, 0.120], [0.649, -0.027, -0.571], [-0.499, -0.577, -0.263], [-0.301, -0.463, 0.177], [0.829, 1.000, 0.196]]
}

***

(5)
{
  "formula": "C4H17N2O2",
  "method": "ωB97M-V/def2-TZVPD",
  "largest_force_ha_per_bohr": 0.077,
  "lumo_energy_ev": [0.4282, 0.2835],
  "total_charge": 0,
  "s_squared": 0.75,
  "spin_multiplicity": 2,
  "e_above_lowest_ev": 2.560,
  "homo_ev": [-2.42, -10.45],
  "orbital_gap_ev": [2.8, 10.7],
  "species": ["C", "C", "C", "C", "N", "N", "H", "H", "H", "H", "H", "H", "H", "H", "H", "H", "H", "H", "H", "H", "H", "O", "H", "H", "O"],
  "xyz": [[1.92886, -1.01028, -0.42678], [0.71914, -1.37415, 0.38633], [-0.09419, -0.10649, 0.79009], [-1.08744, 0.51000, -0.15870], [-0.51728, 0.53680, -1.60960], [-0.18191, -2.12865, -0.67160], [2.76106, -1.79593, -0.49036], [1.78047, -0.65586, -1.43724], [2.49000, -0.26924, 0.10208], [1.01760, -2.05247, 1.18509], [-0.65802, -0.35094, 1.78575], [0.65742, 0.55963, 1.16053], [-1.10720, 1.55391, 0.05420], [-2.10971, 0.20500, -0.27747], [-0.03734, 1.31124, -2.08766], [0.14579, -0.20488, -1.73450], [-1.34556, 0.35687, -2.21298], [0.30178, -2.96126, -0.96832], [-0.88888, -2.53701, -0.12020], [0.58731, 2.87331, -0.51944], [0.11548, 3.72492, -1.66632], [0.16876, 2.83987, -1.37520], [-2.28226, 0.48364, 3.19816], [-1.04626, 0.03134, 3.95836], [-1.31764, 0.46063, 3.13578]],
  "forces_ev_per_a": [[2.703, -1.046, 0.498], [-1.810, -0.460, -3.502], [-0.646, -2.898, 2.513], [2.345, 1.324, -1.538], [-1.571, -1.498, -1.000], [1.460, 0.706, 1.429], [-1.539, 0.364, -0.084], [-0.148, 0.016, -0.109], [0.240, 1.046, 0.264], [-0.295, 0.359, 0.329], [0.968, 0.220, -2.467], [0.201, 1.051, -0.132], [-0.414, 0.850, 0.519], [-0.137, -0.916, 0.361], [-0.360, 1.043, 1.323], [-0.355, -1.189, 0.004], [0.555, -0.254, -0.020], [0.660, -0.176, -0.351], [-1.646, -0.377, 0.678], [0.655, 0.144, 1.085], [-0.063, 2.001, -0.665], [-0.126, -0.790, -0.421], [0.044, 0.112, -0.013], [0.027, 0.140, -0.010], [-0.748, 0.229, 1.309]]
}